ORCA calculation (ωB97M-V/def2-TZVPD) on an isolated molecule of FPS at a distorted geometry.

Each line ends with the natural charge from an NBO analysis.
Atoms and positions in Å:
1 S -0.22 0.10 0.69  0.3995
2 P 1.51 0.57 -0.36  0.1217
3 F -1.29 -0.66 -0.33  -0.5212

DFT total energy in Eh: -839.33651
HOMO energy in hartree: -0.3297
F_max in eV Å⁻¹: 4.3

ORCA calculation (ωB97M-V/def2-TZVPD) on a cluster of 2 separate species, C5H8S2 in total at a distorted geometry.

Each line ends with the natural charge from an NBO analysis.
Atoms and positions in Å:
1 S 2.31 2.91 -0.57  0.0283
2 S 2.19 0.89 1.69  0.0928
3 C -0.77 -0.34 0.14  -0.2660
4 C -0.76 0.40 -1.28  -0.4753
5 C 1.91 1.50 0.12  -0.4439
6 C -1.45 -1.65 0.36  -0.6351
7 C 0.43 -0.21 -0.80  -0.0086
8 H -0.78 1.51 -1.16  0.2528
9 H -1.97 -2.17 -0.43  0.2192
10 H 1.08 -0.86 -1.22  0.2040
11 H 3.16 1.66 2.49  0.1323
12 H -0.88 0.41 0.90  0.2338
13 H -2.31 -1.51 0.93  0.2221
14 H -1.36 -0.11 -2.06  0.2289
15 H -0.79 -2.42 0.89  0.2148

DFT total energy in Eh: -991.49268
HOMO energy (spin up / spin down) in hartree: -0.2848 / -0.2850
F_max in eV Å⁻¹: 4.9

ORCA calculation (ωB97M-V/def2-TZVPD) on an isolated molecule of C13H16OSi at a distorted geometry.

Each line ends with the natural charge from an NBO analysis.
Atoms and positions in Å:
1 Si -1.52 0.19 0.32  1.5102
2 O -1.65 5.25 1.50  -0.7249
3 C 4.13 -2.67 -0.74  -0.6275
4 C 0.85 -2.05 0.90  -0.2460
5 C 2.75 -2.25 -0.53  -0.0595
6 C -1.78 -0.02 -1.50  -0.6753
7 C 2.28 -1.24 -1.37  -0.1839
8 C -3.03 -0.41 1.30  -1.1209
9 C 0.43 -1.02 0.07  -0.2243
10 C -1.05 1.94 0.73  -0.4762
11 C -3.03 0.11 -2.09  -0.3393
12 C -0.50 4.42 1.42  -0.1422
13 C 1.08 -0.59 -1.06  -0.2724
14 C -0.76 3.08 0.96  0.0243
15 C 1.99 -2.67 0.56  -0.1995
16 H 4.60 -2.27 -1.63  0.2176
17 H -2.82 -1.37 1.76  0.2507
18 H -3.92 0.66 -1.64  0.1887
19 H 0.03 4.42 2.31  0.1932
20 H -2.36 5.06 2.09  0.4772
21 H 2.61 -3.22 1.40  0.2061
22 H 0.19 -2.29 1.70  0.2141
23 H -3.21 -0.17 -3.10  0.1880
24 H -3.43 0.19 2.20  0.2613
25 H 2.90 -1.11 -2.31  0.2073
26 H 4.38 -3.79 -0.71  0.2190
27 H 4.81 -2.30 0.11  0.2172
28 H -3.76 -0.72 0.58  0.2540
29 H 0.05 5.07 0.73  0.2170
30 H 0.76 0.14 -1.79  0.2212
31 H -1.00 -0.38 -2.16  0.2251

DFT total energy in Eh: -869.52497
HOMO energy in hartree: -0.3180
SMILES string: C=C[Si@](C)(C#CCO)c1ccc(C)cc1
F_max in eV Å⁻¹: 5.0

ORCA calculation (ωB97M-V/def2-TZVPD) on an isolated molecule of C10H8O3 at a distorted geometry.

Each line ends with the natural charge from an NBO analysis.
Atoms and positions in Å:
1 O 3.36 0.80 0.15  -0.4227
2 O -0.25 -2.28 -0.09  -0.6817
3 O -2.76 -1.42 0.13  -0.6252
4 C 1.92 0.54 -0.24  0.3369
5 C 2.83 -1.44 -0.03  -0.3137
6 C -0.86 0.02 -0.04  -0.2847
7 C -0.46 1.47 -0.14  -0.1719
8 C 3.78 -0.49 0.13  0.1421
9 C -2.27 -0.26 -0.07  0.5504
10 C -3.48 0.80 0.09  -0.6899
11 C 0.92 1.70 -0.10  -0.2641
12 C 0.17 -0.97 -0.10  0.4564
13 C 1.60 -0.79 -0.34  -0.1872
14 H -3.29 1.60 -0.55  0.2013
15 H -4.35 0.01 -0.37  0.2617
16 H 4.81 -0.87 0.53  0.2171
17 H -1.26 -2.37 -0.12  0.5289
18 H -1.04 2.36 -0.06  0.2296
19 H -3.56 1.27 1.12  0.2437
20 H 1.48 2.72 -0.03  0.2377
21 H 2.70 -2.41 0.13  0.2352

DFT total energy in Eh: -611.44804
HOMO energy in hartree: -0.3147
SMILES string: CC(=O)c1ccc2occc2c1O
F_max in eV Å⁻¹: 5.3